Computed, not measured: the ion C9H16N2 with charge +2, with the ωB97M-V functional and the def2-TZVPD basis.

Last columns: bonded neighbours and bond lengths (Å).
Element x y z (Å)
1 C -1.9656 0.3442 -0.1369  N10 1.313, N11 1.352, H12 1.020
2 C 0.0385 0.7210 0.5223  C3 1.433, C7 1.510, N11 1.312
3 C 1.3430 1.2644 0.7597  C2 1.433, C4 1.657, H13 1.041, H14 1.149
4 C 2.2981 0.5239 -0.3732  C3 1.657, C5 1.517, H15 1.125, H16 1.081
5 C 2.2545 -0.9539 -0.0352  C4 1.517, C6 1.500, H17 0.995, H18 1.109
6 C 0.9265 -1.6275 -0.2159  C5 1.500, C7 1.563, H19 1.112, H20 1.039
7 C -0.1356 -0.7786 0.5552  C2 1.510, C6 1.563, N10 1.460, H21 1.034
8 C -2.2463 -2.1005 -0.0536  N10 1.441, H22 1.126, H23 1.006, H24 1.059
9 C -1.2267 2.6843 -0.5003  N11 1.506, H25 1.072, H26 1.148, H27 1.045
10 N -1.5021 -0.8704 0.0493  C1 1.313, C7 1.460, C8 1.441
11 N -1.0531 1.3139 0.0999  C1 1.352, C2 1.312, C9 1.506
12 H -2.9443 0.5121 -0.3694  C1 1.020
13 H 1.5038 2.2898 0.8357  C3 1.041
14 H 1.6981 0.8885 1.7858  C3 1.149
15 H 1.7513 0.8622 -1.2969  C4 1.125
16 H 3.2330 1.0670 -0.3641  C4 1.081
17 H 2.8822 -1.4049 -0.6614  C5 0.995
18 H 2.6745 -1.0129 0.9892  C5 1.109
19 H 0.7284 -1.8392 -1.2893  C6 1.112
20 H 1.0749 -2.5422 0.2543  C6 1.039
21 H -0.0946 -1.0703 1.5467  C7 1.034
22 H -3.3382 -1.9681 -0.2963  C8 1.126
23 H -2.3364 -2.6125 0.8075  C8 1.006
24 H -1.7394 -2.7170 -0.7490  C8 1.059
25 H -2.2312 3.0485 -0.4175  C9 1.072
26 H -0.8414 2.6112 -1.5790  C9 1.148
27 H -0.7519 3.3672 0.1324  C9 1.045

Properties
Calculated total energy (hartree): -461.3514
HOMO energy (eV): -19.42
Lowest unoccupied orbital energy (eV): -9.71
Structure (SMILES): C[N+]1=C[N+](C)=C2CCCC[C@@H]21
Relative energy (zero: lowest compared OMol25 entry of this formula, charge and spin) (kcal per mole): 20.8
HOMO-LUMO gap (eV): 9.70
Total charge: +2

Computed, not measured: the ion C9H16N2O with charge +2, with the ωB97M-V functional and the def2-TZVPD basis.

Last columns: bonded neighbours and bond lengths (Å).
Element x y z (Å)
1 C -0.2838 -1.5373 1.3308  C3 1.361, N11 1.486, H13 0.998
2 C 0.1404 0.5252 0.4964  N10 1.310, N11 1.453, H14 1.091
3 C -0.4468 -1.6420 -0.0162  C1 1.361, C6 1.513, N10 1.482
4 C -0.3271 2.3789 -1.6344  C5 1.358, H15 1.053, H16 1.084
5 C 0.0063 1.2670 -2.3394  C4 1.358, C7 1.452, O12 1.462
6 C -0.6159 -2.8611 -0.8963  C3 1.513, H17 1.033, H18 1.099, H19 1.103
7 C 0.4494 1.3019 -3.7217  C5 1.452, H20 1.068, H21 1.109, H22 1.048
8 C 1.5326 -0.1515 2.2355  N11 1.516, H23 1.115, H24 1.158, H25 1.058
9 C -0.8059 0.3893 2.7581  N11 1.444, H26 1.125, H27 1.040, H28 1.148
10 N -0.2940 -0.2409 -0.4738  C2 1.310, C3 1.482, O12 1.278
11 N 0.0891 -0.1688 1.7724  C1 1.486, C2 1.453, C8 1.516, C9 1.444
12 O -0.2791 -0.0325 -1.7345  C5 1.462, N10 1.278
13 H -0.4813 -2.3430 1.8864  C1 0.998
14 H 0.4620 1.5287 0.2143  C2 1.091
15 H -0.8391 2.4583 -0.7181  C4 1.053
16 H -0.2518 3.3376 -2.1349  C4 1.084
17 H -1.6177 -3.0861 -0.7829  C6 1.033
18 H -0.0450 -3.6801 -0.4366  C6 1.099
19 H -0.5081 -2.7865 -1.9913  C6 1.103
20 H 1.3199 0.7021 -3.8739  C7 1.068
21 H -0.3540 0.8116 -4.3073  C7 1.109
22 H 0.3738 2.2276 -4.2073  C7 1.048
23 H 1.6857 0.7937 2.8063  C8 1.115
24 H 1.8243 -0.9690 3.0017  C8 1.158
25 H 2.2001 -0.2631 1.4223  C8 1.058
26 H -0.5427 1.4832 2.7586  C9 1.125
27 H -1.8145 0.2246 2.5656  C9 1.040
28 H -0.4903 0.0782 3.8176  C9 1.148

Properties
Calculated total energy (hartree): -536.4335
HOMO energy (alpha / beta) (eV): -17.14 / -17.14
Lowest unoccupied orbital energy (alpha / beta) (eV): -9.18 / -9.18
Structure (SMILES): C=C(C)O[N+]1=C[N+](C)(C)C=C1C
Relative energy (zero: lowest compared OMol25 entry of this formula, charge and spin) (kcal per mole): 77.2
HOMO-LUMO gap (alpha / beta) (eV): 7.95 / 7.95
Total charge: +2

Computed, not measured: a cluster of 2 separate species, C9H16N2O2 in total, with the ωB97M-V functional and the def2-TZVPD basis.

Last columns: bonded neighbours and bond lengths (Å).
Element x y z (Å)
1 C -0.9035 -0.6795 -0.0563  C2 1.505, N26 1.431, O28 1.261
2 C -1.6984 -1.8269 0.5069  C1 1.505, C3 1.337, H11 1.077
3 C -3.0322 -1.7350 0.4958  C2 1.337, H12 1.123, N27 1.414
4 C -3.0409 0.6452 -0.2748  N26 1.395, N27 1.384, O29 1.197
5 C 1.4223 2.6706 0.2046  C6 1.654, H14 1.171, H15 1.157, H16 1.077
6 C 2.5538 1.5448 0.6389  C5 1.654, C7 1.578, H17 1.131, H18 1.126
7 C 2.7075 0.2383 -0.2318  C6 1.578, C8 1.565, H19 1.134, H20 1.054
8 C 4.0003 -0.4920 0.2617  C7 1.565, C9 1.506, H21 1.085, H22 1.176
9 C 4.3905 -1.7052 -0.5415  C8 1.506, H23 1.124, H24 1.256, H25 1.135
10 H -1.0341 1.3069 -0.3172  N26 0.998
11 H -1.0912 -2.6681 0.7945  C2 1.077
12 H -3.8173 -2.4148 0.9224  C3 1.123
13 H -4.6963 -0.4981 0.0434  N27 1.041
14 H 1.7311 3.1179 -0.8328  C5 1.171
15 H 0.3065 2.3837 0.0987  C5 1.157
16 H 1.6107 3.4373 0.9364  C5 1.077
17 H 2.4731 1.0522 1.6534  C6 1.131
18 H 3.5176 2.1279 0.6364  C6 1.126
19 H 1.8425 -0.4816 -0.0882  C7 1.134
20 H 2.6113 0.4739 -1.2549  C7 1.054
21 H 3.8424 -0.8646 1.2682  C8 1.085
22 H 4.7088 0.4223 0.4763  C8 1.176
23 H 4.4317 -1.6738 -1.6639  C9 1.124
24 H 5.6204 -1.8014 -0.3032  C9 1.256
25 H 3.7720 -2.6221 -0.2884  C9 1.135
26 N -1.6522 0.5286 -0.2227  C1 1.431, C4 1.395, H10 0.998
27 N -3.6568 -0.5580 0.0242  C3 1.414, C4 1.384, H13 1.041
28 O 0.3014 -0.7757 -0.4164  C1 1.261
29 O -3.6841 1.6438 -0.4226  C4 1.197

Properties
Calculated total energy (hartree): -612.4665
HOMO energy (eV): -9.32
Lowest unoccupied orbital energy (eV): 0.27
Structure (SMILES): O=c1cc[nH]c(=O)[nH]1.CCCCC
Relative energy (zero: lowest compared OMol25 entry of this formula, charge and spin) (kcal per mole): 74.8
HOMO-LUMO gap (eV): 9.59

Computed, not measured: the molecule C9H16N2O3, with the ωB97M-V functional and the def2-TZVPD basis.

Last columns: bonded neighbours and bond lengths (Å).
Element x y z (Å)
1 C -0.3875 1.1171 3.8227  H2 1.088, H3 1.088, H4 1.087, C5 1.529
2 H 0.5634 0.6797 4.1181  C1 1.088
3 H -0.5928 1.9720 4.4633  C1 1.088
4 H -1.1754 0.3818 3.9640  C1 1.087
5 C -0.3267 1.5547 2.3590  C1 1.529, N6 1.445, C11 1.548, H30 1.097
6 N 0.7304 2.5102 2.1174  C5 1.445, C7 1.372, H29 1.006
7 C 1.8427 1.9210 1.5706  N6 1.372, O8 1.207, N9 1.371
8 O 2.9210 2.4368 1.4063  C7 1.207
9 N 1.4930 0.6335 1.2546  C7 1.371, H10 1.006, C11 1.445
10 H 2.0268 0.1273 0.5691  N9 1.006
11 C 0.0762 0.3964 1.4148  C5 1.548, N9 1.445, C12 1.535, H28 1.097
12 C -0.6882 0.4316 0.0845  C11 1.535, C13 1.527, H26 1.092, H27 1.093
13 C -0.3778 -0.7765 -0.7964  C12 1.527, C14 1.527, H24 1.093, H25 1.090
14 C -1.1427 -0.7174 -2.1171  C13 1.527, C15 1.526, H22 1.092, H23 1.091
15 C -0.8867 -1.9458 -2.9863  C14 1.526, C16 1.508, H20 1.093, H21 1.092
16 C 0.5227 -2.0015 -3.5200  C15 1.508, O17 1.200, O18 1.341
17 O 1.3598 -1.1481 -3.4144  C16 1.200
18 O 0.7509 -3.1543 -4.1666  C16 1.341, H19 0.970
19 H 1.6549 -3.1716 -4.5189  O18 0.970
20 H -1.5542 -1.9486 -3.8514  C15 1.093
21 H -1.0731 -2.8678 -2.4319  C15 1.092
22 H -2.2133 -0.6430 -1.9159  C14 1.092
23 H -0.8355 0.1739 -2.6663  C14 1.091
24 H -0.6445 -1.6911 -0.2597  C13 1.093
25 H 0.6895 -0.8106 -1.0156  C13 1.090
26 H -0.4279 1.3509 -0.4436  C12 1.092
27 H -1.7594 0.4533 0.2984  C12 1.093
28 H -0.0849 -0.5754 1.8977  C11 1.097
29 H 0.8305 3.3252 2.6980  N6 1.006
30 H -1.2912 1.9864 2.0655  C5 1.097

Properties
Calculated total energy (hartree): -687.8439
HOMO energy (eV): -9.36
Lowest unoccupied orbital energy (eV): 0.68
Structure (SMILES): C[C@H]1NC(=O)N[C@@H]1CCCCC(=O)O
Relative energy (zero: lowest compared OMol25 entry of this formula, charge and spin) (kcal per mole): 0.6
HOMO-LUMO gap (eV): 10.04